Formula: C6H11BrN
Source: OMol25
Level of theory: the ωB97M-V functional and the def2-TZVPD basis

Computed properties:
**2S+1**: 3
**Net charge**: +1
**Max |F|**: 5.2 eV/A
**HOMO (spin up / spin down)**: -11.194 / -14.009 eV
**Energy above the lowest of the compared OMol25 structures with the same formula, charge and spin**: 1.341 eV
**⟨S²⟩**: 2.01
**Orbital gap (spin up / spin down)**: 0.2692 / 0.2302 Ha

The geometry in XYZ format:
```
19
C6H11BrN (the ωB97M-V functional and the def2-TZVPD basis)
C 1.4001 -0.0981 2.1403
C 0.1053 0.3572 1.9106
C 1.3589 -1.1325 1.0379
C -0.1593 -0.7462 0.9455
C -1.6472 -0.0987 -1.7093
C 0.2115 1.3051 -0.8825
N -0.2997 -0.0587 -1.0746
Br -1.5083 -2.0358 0.9404
H 2.1582 0.3205 2.7557
H -0.3322 1.2523 2.0645
H 1.9829 -1.0389 0.1895
H 1.5541 -2.1371 1.4483
H -2.2412 0.6712 -1.2487
H -1.6559 0.0325 -2.8577
H -2.1274 -1.0683 -1.5906
H 0.1431 1.9113 -1.8038
H -0.5072 1.7770 -0.2325
H 1.2049 1.3762 -0.4938
H 0.3592 -0.5890 -1.5394
```

---

Formula: C6H11BrO5
Source: OMol25
Level of theory: the ωB97M-V functional and the def2-TZVPD basis

Computed properties:
**2S+1**: 3
**Net charge**: 0
**Max |F|**: 2.5 eV/A
**HOMO (spin up / spin down)**: -6.116 / -10.023 eV
**⟨S²⟩**: 2.01
**Orbital gap (spin up / spin down)**: 0.2485 / 0.3450 Ha

The geometry in XYZ format:
```
23
C6H11BrO5 (the ωB97M-V functional and the def2-TZVPD basis)
C -0.7804 0.8623 0.1201
C 0.7473 0.9424 0.5648
C -1.2130 -0.4620 -0.3755
C 1.5059 -0.7041 -0.9989
C -1.7099 -0.6856 -1.7592
C 0.9118 0.3138 1.9541
O 1.6657 0.4951 -0.3778
O -0.9725 1.8913 -0.8159
O -1.2486 -1.4479 0.5404
O 2.1857 -0.8018 -2.1436
O 0.3093 1.1971 2.8762
Br 1.8734 -2.3150 0.1883
H -1.2859 1.0916 1.0740
H 0.9486 2.0154 0.6613
H -1.4674 -1.6903 -2.1021
H -1.2612 0.0353 -2.4370
H -2.7996 -0.5730 -1.8032
H 1.9859 0.2063 2.1555
H 0.4387 -0.6709 2.0018
H -1.9106 1.9684 -1.0246
H -1.2617 -2.3202 0.1203
H 2.9287 -0.1795 -2.1795
H 0.4098 0.8315 3.7604
```

---

Formula: C6H11Cl
Source: OMol25
Level of theory: the ωB97M-V functional and the def2-TZVPD basis

Computed properties:
**Net charge**: 0
**Max |F|**: 1.4 eV/A
**HOMO**: -9.230 eV
**Energy above the lowest of the compared OMol25 structures with the same formula, charge and spin**: 0.161 eV
**Orbital gap**: 0.3758 Ha

The geometry in XYZ format:
```
18
C6H11Cl (the ωB97M-V functional and the def2-TZVPD basis)
C 0.4416 2.6019 0.0491
C 0.6166 1.2500 0.6895
C -0.4497 0.2698 0.2866
C -0.3803 -0.9972 -0.0739
C -1.5812 -1.7291 -0.5967
C 0.9191 -1.7097 0.0822
H 1.3000 3.2471 0.2914
H 0.3625 2.5887 -1.0670
H -0.4813 3.0489 0.3897
H 0.6579 1.4013 1.7770
H 1.5834 0.8134 0.4764
H -1.4460 0.6957 0.2166
H -1.6998 -2.7472 -0.1944
H -2.5218 -1.2233 -0.4835
H -1.4532 -1.9215 -1.6637
H 0.7852 -2.7407 0.4014
H 1.5257 -1.1806 0.8489
Cl 1.8214 -1.6677 -1.4294
```

---

Formula: C6H11ClS
Source: OMol25
Level of theory: the ωB97M-V functional and the def2-TZVPD basis

Computed properties:
**Net charge**: 0
**Max |F|**: 3.6 eV/A
**HOMO**: -9.062 eV
**Energy above the lowest of the compared OMol25 structures with the same formula, charge and spin**: 1.287 eV
**Orbital gap**: 0.3232 Ha

The geometry in XYZ format:
```
19
C6H11ClS (the ωB97M-V functional and the def2-TZVPD basis)
C -2.2479 -0.0096 -0.2928
C 0.3860 1.6309 0.2856
C 0.3187 -0.7080 1.2522
C 1.7015 -0.4008 -0.7327
C -0.7869 -0.3933 -0.8574
C 0.3701 0.1599 -0.0381
S -2.8349 1.2495 0.4012
Cl -3.3148 -1.4645 -0.4556
H 1.4589 1.8000 0.5002
H -0.1794 1.6033 1.1597
H 0.0250 2.2410 -0.4999
H -0.6229 -0.5060 1.8737
H 0.9985 -0.5541 2.1061
H 0.2907 -1.7314 0.8957
H 1.4258 -1.4442 -1.2421
H 2.1240 0.3828 -1.4517
H 2.5740 -0.4442 -0.0189
H -0.8816 0.1103 -1.8596
H -0.8051 -1.5217 -1.0256
```

---

Formula: C6H11F
Source: OMol25
Level of theory: the ωB97M-V functional and the def2-TZVPD basis

Computed properties:
**Net charge**: 0
**Max |F|**: 6.4 eV/A
**HOMO**: -9.525 eV
**Energy above the lowest of the compared OMol25 structures with the same formula, charge and spin**: 4.004 eV
**Orbital gap**: 0.3853 Ha

The geometry in XYZ format:
```
18
C6H11F (the ωB97M-V functional and the def2-TZVPD basis)
C 1.6031 -0.9134 -0.5135
C 0.5796 0.0814 -0.6878
C 0.6361 1.3820 0.0909
C -0.9709 1.3291 0.1702
C -0.9715 -0.2605 -0.2443
C -1.0276 -1.2258 0.8636
H 1.4394 -1.9977 -0.7119
H 1.4828 -0.9676 0.5815
H 2.6345 -0.4411 -0.8055
H 0.3282 0.3100 -1.6883
H 1.1765 1.2601 1.1010
H 1.1571 2.1275 -0.6025
H -1.3898 1.8750 -0.6204
H -1.4610 1.6970 1.0687
H -1.9221 -0.4731 1.7491
H -1.5437 -2.2631 0.2772
H 0.0405 -1.2674 1.3314
F -1.7913 -0.2524 -1.3592
```

---

Formula: C6H11F2I
Source: OMol25
Level of theory: the ωB97M-V functional and the def2-TZVPD basis

Computed properties:
**Net charge**: 0
**Max |F|**: 3.5 eV/A
**HOMO (spin up / spin down)**: -8.277 / -8.275 eV
**Energy above the lowest of the compared OMol25 structures with the same formula, charge and spin**: 1.084 eV
**Orbital gap (spin up / spin down)**: 0.3133 / 0.3133 Ha

The geometry in XYZ format:
```
20
C6H11F2I (the ωB97M-V functional and the def2-TZVPD basis)
C -0.0415 -2.2332 1.1879
C 0.4007 1.7146 0.7180
C -0.8602 1.0483 -2.0300
C -0.0980 -0.7241 1.5757
C 0.6648 0.2287 0.6305
C 0.0244 -0.1242 -1.6909
F -0.6959 -1.2835 -1.8559
F 1.2204 -0.2265 -2.3062
I 2.8107 -0.1556 0.5445
H 0.9322 -2.5956 0.9814
H -0.5612 -2.7115 2.0333
H -0.6933 -2.2354 0.3543
H 1.1511 2.2077 1.4005
H -0.5496 1.9186 1.2099
H 0.3990 2.1514 -0.2742
H -1.6364 0.7446 -2.6818
H -1.3426 1.5507 -1.2409
H -0.1715 1.8313 -2.5120
H 0.3043 -0.6400 2.6101
H -1.2573 -0.4664 1.3460
```

---

Formula: C6H11F2NO2
Source: OMol25
Level of theory: the ωB97M-V functional and the def2-TZVPD basis

Computed properties:
**Net charge**: 0
**Max |F|**: 4.4 eV/A
**HOMO**: -10.666 eV
**Energy above the lowest of the compared OMol25 structures with the same formula, charge and spin**: 0.984 eV
**Orbital gap**: 0.3743 Ha

The geometry in XYZ format:
```
22
C6H11F2NO2 (the ωB97M-V functional and the def2-TZVPD basis)
C 3.8499 0.5932 -0.1076
C -0.7339 0.7618 1.0431
C -0.3549 0.8650 -1.5382
C -0.7841 -1.3120 -0.3509
C 2.2466 0.8580 0.0732
C -0.0909 0.1242 -0.2343
N 1.3377 -0.0472 0.0789
O 4.4339 1.6060 -0.3432
O 4.0937 -0.6075 0.0340
F 2.6706 -2.3320 0.4474
F 1.8820 2.1402 0.1090
H -0.8081 1.8796 0.7037
H -1.6597 0.2386 1.2323
H -0.0464 0.7174 1.9125
H 0.1622 1.7370 -1.6662
H -1.4284 1.1440 -1.7020
H -0.1088 0.1979 -2.3473
H -0.1928 -2.0498 -1.0057
H -0.8588 -1.8147 0.5899
H -1.7563 -1.1867 -0.6412
H 1.5883 -1.0355 0.1914
H 3.4656 -1.6622 0.0888
```

---

Formula: C6H11F2NO2
Source: OMol25
Level of theory: the ωB97M-V functional and the def2-TZVPD basis

Computed properties:
**Net charge**: 0
**Max |F|**: 2.7 eV/A
**HOMO**: -8.901 eV
**Energy above the lowest of the compared OMol25 structures with the same formula, charge and spin**: 0.443 eV
**Orbital gap**: 0.3472 Ha

The geometry in XYZ format:
```
22
C6H11F2NO2 (the ωB97M-V functional and the def2-TZVPD basis)
C -2.3584 0.9570 -0.0568
C -1.1571 0.2780 -0.6686
C 0.7699 1.2435 0.3464
C 1.4580 -0.1216 0.7283
C 0.6903 -1.3132 0.1776
C -0.8042 -1.0418 0.1722
H -3.3136 0.3202 -0.0339
H -2.6577 1.7813 -0.6933
H -2.1622 1.2557 0.9373
H -1.3519 -0.0968 -1.7057
H 0.5565 0.9941 -1.6244
H 1.6253 1.9888 0.2627
H 0.1427 1.6027 1.2463
H 1.6016 -0.1496 1.8040
H 3.2392 -0.8231 0.3906
H 0.8421 -2.1955 0.7872
H 1.8480 -1.0865 -1.3094
N -0.0422 1.1754 -0.8159
O 2.7414 -0.0772 0.1378
O 1.0314 -1.5975 -1.1471
F -1.4359 -2.0572 -0.4151
F -1.2630 -1.0366 1.4797
```

---

Formula: C6H11F3OSi
Source: OMol25
Level of theory: the ωB97M-V functional and the def2-TZVPD basis

Computed properties:
**Net charge**: 0
**Max |F|**: 5.8 eV/A
**HOMO**: -7.052 eV
**Energy above the lowest of the compared OMol25 structures with the same formula, charge and spin**: 3.417 eV
**Orbital gap**: 0.2570 Ha

The geometry in XYZ format:
```
22
C6H11F3OSi (the ωB97M-V functional and the def2-TZVPD basis)
C -0.2206 1.1849 -1.5248
C 0.4662 1.8538 -0.2450
C 0.2634 -0.1678 -1.8339
C -0.2618 1.1123 0.9828
C -0.7478 -2.2962 1.5009
C -3.8422 0.2424 -0.0420
O 0.1405 -1.1256 -0.8180
F -4.1148 0.4863 -1.3486
F -3.8187 1.4751 0.6259
F -4.8162 -0.5783 0.4821
Si -0.5477 -0.7313 0.5397
H -1.2412 1.2686 -1.3851
H 0.1714 1.8258 -2.4231
H 1.5348 1.8228 -0.1057
H 0.2915 2.8967 -0.1543
H -0.2940 -0.4735 -2.7431
H 1.3628 -0.0439 -2.1705
H 0.2285 1.3531 1.8594
H -1.2978 1.4487 1.1228
H -0.3149 -3.0265 0.8850
H -0.0995 -2.4136 2.3449
H -1.7713 -2.5722 1.8013
```

---

Formula: C6H11FN2
Source: OMol25
Level of theory: the ωB97M-V functional and the def2-TZVPD basis

Computed properties:
**Net charge**: 0
**Max |F|**: 5.6 eV/A
**HOMO**: -9.235 eV
**Energy above the lowest of the compared OMol25 structures with the same formula, charge and spin**: 5.495 eV
**Orbital gap**: 0.3435 Ha

The geometry in XYZ format:
```
20
C6H11FN2 (the ωB97M-V functional and the def2-TZVPD basis)
C 2.3994 -0.1736 0.0170
C -0.2087 0.2116 1.3852
C -2.0947 -0.4568 -0.2798
C -0.4857 1.3848 -0.9005
C 0.3033 -1.0379 -0.6045
C -0.6462 -0.0167 -0.1406
N 3.0422 -0.9265 0.9879
N 2.6722 0.2152 1.3225
F 3.0226 0.3200 -1.0430
H 0.9045 0.2923 1.5855
H -0.6978 -0.6302 1.8506
H -0.6205 1.1371 1.7087
H -2.1357 -1.5044 0.1981
H -2.7466 0.2520 0.1167
H -2.3432 -0.6983 -1.2542
H 0.5855 1.5202 -0.8214
H -1.0955 2.0567 -0.4498
H -0.7319 1.1482 -1.9439
H 0.5258 -1.8376 0.0042
H 0.3511 -1.2562 -1.7387
```

---

Formula: C6H11FO4S2
Source: OMol25
Level of theory: the ωB97M-V functional and the def2-TZVPD basis

Computed properties:
**Net charge**: 0
**Max |F|**: 4.4 eV/A
**HOMO**: -9.471 eV
**Orbital gap**: 0.3605 Ha

The geometry in XYZ format:
```
24
C6H11FO4S2 (the ωB97M-V functional and the def2-TZVPD basis)
C -0.1349 -2.7498 -0.4332
C -0.5652 -1.4119 -1.1582
O -1.3787 -1.4615 -2.3467
S -1.6683 0.1855 -2.5838
O -2.8148 0.1614 -3.5177
O -0.5546 1.0115 -3.1089
O -1.9499 0.5449 -0.9817
C -1.0592 -0.2514 -0.1459
F -1.8584 -0.6930 0.9267
C 0.3290 0.4229 0.2578
C 0.2144 1.4299 1.4812
C 1.6447 2.1641 1.5957
S 2.7399 1.3327 2.8314
H 0.9319 -3.0058 -0.7054
H -0.1452 -2.5263 0.6815
H -0.8485 -3.6015 -0.6002
H 0.3949 -0.9478 -1.5439
H 1.0734 -0.4047 0.4186
H 0.6713 0.9968 -0.6625
H -0.0501 0.8809 2.4348
H -0.6159 2.1544 1.2292
H 1.5538 3.2684 1.7784
H 2.1415 2.0352 0.5844
H 1.9486 0.4649 3.5683
```

---

Formula: C6H11FS
Source: OMol25
Level of theory: the ωB97M-V functional and the def2-TZVPD basis

Computed properties:
**Net charge**: 0
**Max |F|**: 7.4 eV/A
**HOMO**: -8.535 eV
**Energy above the lowest of the compared OMol25 structures with the same formula, charge and spin**: 6.514 eV
**Orbital gap**: 0.3315 Ha

The geometry in XYZ format:
```
19
C6H11FS (the ωB97M-V functional and the def2-TZVPD basis)
C -3.1925 -0.9901 0.7711
C -2.5943 -0.3226 -0.5634
C 0.0902 -0.3345 -0.4256
C 1.2041 -0.0154 0.4339
C 1.3273 1.4810 0.8092
C 2.3020 -1.0174 0.3295
H -4.1018 -1.7204 0.7363
H -3.1851 -0.2345 1.7629
H -2.4807 -1.7491 1.2202
H -3.4472 0.4479 -0.7995
H -2.2281 -1.1363 -1.3111
H 0.1761 -1.2098 -0.9490
H 2.6494 1.5324 0.3606
H 0.3234 2.1507 0.0781
H 0.9881 1.7808 2.2012
H 1.9404 -1.8897 -0.0403
H 2.9500 -1.0295 1.3230
F 3.4318 -0.5224 -0.5762
S -1.2057 0.9346 -0.4703
```

---

Formula: C6H11IN
Source: OMol25
Level of theory: the ωB97M-V functional and the def2-TZVPD basis

Computed properties:
**Net charge**: +1
**Max |F|**: 6.3 eV/A
**HOMO (spin up / spin down)**: -12.209 / -12.984 eV
**Energy above the lowest of the compared OMol25 structures with the same formula, charge and spin**: 4.173 eV
**Orbital gap (spin up / spin down)**: 0.2776 / 0.3132 Ha

The geometry in XYZ format:
```
19
C6H11IN (the ωB97M-V functional and the def2-TZVPD basis)
C -0.9383 1.9038 -0.6985
C -0.0899 1.9228 0.5936
C -1.3768 0.5092 -0.3531
C -0.1240 -0.3397 -0.0420
C 0.4389 -1.0163 -1.2934
C -0.3341 -1.3294 1.1220
N 0.8460 0.7086 0.4794
I -3.3587 -0.0066 0.0949
H -1.8300 2.6220 -0.4603
H -0.2539 1.9247 -1.5495
H -0.5423 2.0576 1.6775
H 0.6692 -0.2804 -1.9827
H -0.3768 -1.4007 -1.8318
H 1.1276 -1.6768 -0.9850
H 0.3863 -2.0385 1.2420
H -1.2030 -1.8106 0.9661
H -0.4448 -0.5678 2.0592
H 1.4003 1.1161 -0.3703
H 1.3234 0.5045 1.3395
```